This record from the OMol25 dataset describes a structure of composition C21H22InNTe4. The level of theory is the ωB97M-V functional and the def2-TZVPD basis.

Atoms and positions in Å:
In (-0.1379, 1.7280, 0.0529)
C (4.6132, -1.4258, 0.4042)
C (3.2987, -0.9191, -0.1969)
C (2.9807, -1.7020, -1.4683)
C (2.1677, -0.9432, 0.8215)
C (0.8734, -1.3456, 0.4894)
C (-0.1538, -1.3309, 1.4279)
C (0.0705, -0.9248, 2.7401)
C (-1.0390, -0.9081, 3.7560)
C (1.3634, -0.5356, 3.0758)
C (2.3840, -0.5342, 2.1355)
H (5.3766, -1.4980, -0.3713)
H (4.4758, -2.4177, 0.8402)
H (4.9988, -0.7662, 1.1803)
H (3.4472, 0.1325, -0.4759)
H (2.7807, -2.7510, -1.2351)
H (3.8347, -1.6675, -2.1459)
H (2.1202, -1.3019, -2.0030)
H (0.6500, -1.6976, -0.5085)
H (-1.1415, -1.6718, 1.1356)
H (-1.6470, -0.0047, 3.6578)
H (-0.6415, -0.9200, 4.7701)
H (-1.6984, -1.7679, 3.6344)
H (1.5787, -0.2236, 4.0915)
H (3.3662, -0.2016, 2.4438)
Te (-1.3978, 4.3268, -0.4109)
Te (0.5571, 5.1354, 1.3583)
Te (-0.0881, 5.9515, 3.8167)
Te (0.6609, 2.6758, 2.4181)
C (-4.4332, 0.5740, 0.9402)
C (-4.8554, 0.1503, -0.3129)
C (-3.9574, 0.0957, -1.3619)
C (-2.6310, 0.4662, -1.1487)
N (-2.2511, 0.8791, 0.0670)
C (-3.1117, 0.9379, 1.0838)
C (-1.5673, 0.4203, -2.1943)
C (-1.8491, -0.0493, -3.4777)
C (-0.8568, -0.0983, -4.4417)
C (0.4286, 0.3232, -4.1348)
C (0.7131, 0.7950, -2.8606)
C (-0.2699, 0.8477, -1.8781)
H (-5.1118, 0.6368, 1.7781)
H (-5.8872, -0.1342, -0.4729)
H (-4.2876, -0.2321, -2.3353)
H (-2.7171, 1.3189, 2.0191)
H (-2.8431, -0.3846, -3.7416)
H (-1.0890, -0.4629, -5.4336)
H (1.2054, 0.2901, -4.8882)
H (1.7183, 1.1350, -2.6402)

Atoms 1-2, force components in eV/Å:
In -0.387 0.565 -0.225
C -0.003 0.002 0.003

Relative energy (zero: lowest compared OMol25 entry of this formula, charge and spin), kJ/mol: 131.5
Kohn-Sham gap, eV: 6.16
Calculated total energy, hartree: -2130.43361
Largest force on an atom, eV/A: 0.91
HOMO, eV: -6.78

The computed Mulliken charges, all in e, follow:
1. In 0.581
2. C -1.558
3. C 1.296
4. C -1.596
5. C 0.657
6. C -0.603
7. C -0.619
8. C 1.264
9. C -1.401
10. C -1.329
11. C -0.580
12. H 0.424
13. H 0.389
14. H 0.379
15. H 0.121
16. H 0.394
17. H 0.436
18. H 0.172
19. H 0.369
20. H 0.359
21. H 0.146
22. H 0.431
23. H 0.382
24. H 0.348
25. H 0.240
26. Te -0.301
27. Te 0.043
28. Te -0.449
29. Te 0.017
30. C -0.991
31. C -0.416
32. C -0.978
33. C 1.266
34. N 0.106
35. C -0.328
36. C 0.400
37. C -0.841
38. C -0.799
39. C -0.521
40. C -0.781
41. C 0.417
42. H 0.434
43. H 0.435
44. H 0.413
45. H 0.608
46. H 0.321
47. H 0.403
48. H 0.420
49. H 0.422